# 1
Here is one molecule with the formula C20H41N5O7 from the Open Molecules 2025 dataset. Energies are from ωB97M-V with the def2-TZVPD basis set.

```
! RIJCOSX wB97M-V def2-TZVPD def2/J DEFGRID3
* xyz 0 1
C -0.91 -1.10 0.14
O 2.32 0.69 -0.66
H 1.50 3.59 -0.17
H 5.99 2.37 0.56
H -7.03 0.15 0.62
H -5.16 1.98 -1.89
O -0.01 1.01 0.95
H -4.99 1.86 2.15
H 6.35 0.12 1.82
H -1.11 -1.82 -1.86
C 5.64 1.81 -0.31
N -6.46 -0.46 0.03
C -4.93 1.55 0.22
C 6.29 -2.55 1.97
H -0.94 1.22 1.16
H 5.76 -3.49 2.15
H -4.85 -0.41 2.14
O -4.44 -2.09 1.03
H -2.93 1.60 -0.61
C -5.53 2.35 -0.94
H -6.61 2.27 -0.91
H 4.24 2.06 -1.93
C 0.69 -2.65 -1.01
C -4.37 -0.70 1.19
C 4.56 2.61 -1.04
C -3.42 1.85 0.34
H 6.50 1.64 -0.97
H 1.98 2.93 -1.58
H 7.20 -2.77 1.41
O -2.82 1.13 1.41
C 0.03 0.09 -0.11
O -5.59 1.96 1.40
C 2.90 1.40 0.41
O 3.95 0.68 1.01
H -2.57 -3.04 -0.43
H 4.92 3.59 -1.34
C 1.49 -0.39 -0.29
H -5.26 3.40 -0.83
H -8.06 -1.12 -1.10
H 6.95 -0.55 0.28
H -6.47 -1.36 -1.83
N 2.29 3.49 -0.79
C -5.09 0.02 0.03
H 3.36 -2.27 -0.77
N -1.62 -3.36 -0.60
H -0.71 -1.49 1.15
H -7.22 0.24 -1.86
C -7.08 -0.67 -1.26
H 1.84 -0.80 0.67
H 1.22 -1.03 -2.32
H 4.56 -1.53 1.63
N 2.92 -1.95 -1.63
H 3.49 -1.18 -1.99
C -2.90 -0.27 1.24
N 5.45 -1.69 1.16
H -0.28 0.59 -1.05
H 1.02 -3.07 -0.05
H -3.26 2.90 0.57
C -0.77 -2.23 -0.90
C 6.05 -0.40 0.90
H 3.66 3.37 0.76
H 4.72 -0.08 -0.75
H -1.30 -3.82 0.26
C 1.58 -1.47 -1.38
O -2.28 -0.69 0.07
H 6.57 -2.11 2.93
H -2.42 -0.70 2.13
H -4.60 -0.28 -0.90
H -5.33 -2.28 0.70
H 2.16 1.53 1.21
C 5.06 0.48 0.14
H 0.78 -3.43 -1.76
C 3.35 2.78 -0.11
*
```

Computed properties:
energy	-43188.7893	eV
SMILES	CNC[C@@H]1CC[C@@H](N)[C@@H](O[C@H]2[C@H](O)[C@@H](O[C@H]3OC[C@](C)(O)[C@H](NC)[C@H]3O)[C@H](N)C[C@@H]2N)O1
maximum force	0.87	eV/A
frontier orbital gap	9.46	eV
energy above the lowest of the compared OMol25 structures with the same formula, charge and spin	71.3	kJ/mol

# 2
Here is C20H41N6O6S2Tl as an isolated structure from the Open Molecules 2025 dataset. Energies are from ωB97M-V with the def2-TZVPD basis set.

```
! RIJCOSX wB97M-V def2-TZVPD def2/J DEFGRID3
* xyz 2 1
C 3.34 -1.71 0.04
H 1.67 -2.81 0.45
H 0.17 4.46 -1.52
H 5.31 1.32 -2.91
O 1.72 -0.69 -3.44
H -4.17 0.68 -4.32
S -1.95 2.63 -1.25
H 0.08 -1.13 6.12
C -2.40 4.21 -0.48
C 2.25 1.76 2.51
H -3.41 -0.22 -3.00
H 1.82 2.23 1.62
H 2.84 2.49 3.06
H -2.84 -3.98 -0.16
H -2.61 -5.59 0.58
H -0.56 1.90 4.34
C -4.28 1.68 -2.40
C -0.63 -1.91 3.83
N 1.54 0.41 -3.04
C -1.79 5.38 -1.25
C 0.42 2.28 4.07
H -2.60 -3.86 -2.78
H 0.81 0.43 5.74
N 4.65 0.36 -1.15
H -2.20 6.31 -0.85
N 1.21 1.24 3.40
Tl -0.32 -0.66 -0.05
H -1.62 -1.94 4.28
H 0.07 5.58 -0.15
H 6.39 -0.29 -0.21
H -2.63 -6.69 -1.61
O -0.34 -3.31 -0.15
H 6.34 1.56 -1.48
H -4.01 -5.59 -1.68
O 1.07 -0.62 2.10
H -0.96 0.26 5.80
N 2.67 -0.84 -0.75
H 0.14 6.21 -1.80
N -0.02 -0.61 4.11
H -0.24 -5.79 -2.61
O -0.98 1.94 -0.30
H -2.01 4.15 0.55
H -4.39 2.69 -2.81
H 2.90 0.95 2.20
C -3.54 1.75 -1.07
C 4.74 -1.55 0.25
H -2.60 1.20 -3.70
C 0.75 -0.02 3.16
C -0.74 -4.86 -2.33
S -0.64 -4.76 -0.50
H -2.37 -5.36 -3.68
C 5.31 1.48 -1.84
O 0.72 1.24 -3.08
H -5.29 1.30 -2.22
H -0.03 -2.72 4.26
H 3.13 -3.34 1.23
H -0.17 -4.02 -2.72
C 3.33 0.12 -1.35
C -2.22 -4.88 -2.72
H 5.31 -2.25 0.85
H 0.92 2.65 4.96
H -3.49 4.28 -0.45
C -0.26 5.41 -1.18
C -3.57 0.78 -3.42
C -2.44 -4.98 -0.31
H 4.79 2.41 -1.62
O 2.77 0.97 -2.19
H 0.28 3.11 3.38
H -0.71 -2.07 2.76
C -0.02 -0.23 5.52
N 2.68 -2.72 0.57
H -3.27 0.76 -0.71
C 5.34 -0.50 -0.33
C -2.92 -5.63 -1.59
H -2.11 5.32 -2.30
H -4.13 2.25 -0.30
*
```

Computed properties:
energy	-68978.4724	eV
maximum force	0.84	eV/A
frontier orbital gap	7.90	eV
energy above the lowest of the compared OMol25 structures with the same formula, charge and spin	7.0	kJ/mol